(1)
Molecular formula: C5H4O2
Method: DFT, wB97M-V/def2-TZVPD

```
11
Properties=species:S:1:pos:R:3:nbo_charge:R:1
O 2.22 -1.50 0.81 -0.4230
C 1.73 -0.58 0.31 0.7698
C 1.26 0.52 -0.27 -0.6167
C -0.06 1.12 -0.04 -0.1334
C -1.21 0.45 0.11 -0.3344
C -1.25 -1.02 -0.04 0.4083
O -0.75 -1.80 0.74 -0.5064
H 1.98 1.02 -0.92 0.2707
H -0.07 2.21 -0.02 0.2169
H -2.14 0.98 0.29 0.2294
H -1.72 -1.40 -0.98 0.1189
```

Calculated values
- multiplicity = 1
- orbital gap (eV) = 9.5
- SMILES = O=C=C/C=C\C=O
- LUMO (eV) = 0.63
- charge = 0
- relative energy (zero: lowest compared OMol25 entry of this formula, charge and spin) (kcal/mol) = 36.1
- electronic energy (Ha) = -343.3349
- HOMO energy (eV) = -8.83

=====

(2)
Molecular formula: C5H4O2
Method: DFT, wB97M-V/def2-TZVPD

```
11
Properties=species:S:1:pos:R:3:nbo_charge:R:1
O -1.74 0.57 1.87 -0.4093
C -1.35 -0.24 1.14 0.8175
C -0.97 -1.12 0.22 -0.5955
C -0.24 -0.58 -0.91 -0.0673
C 0.62 0.46 -0.87 -0.3922
C 1.31 0.94 0.33 0.3775
O 1.15 0.52 1.47 -0.5500
H -1.33 -2.14 0.29 0.2721
H -0.47 -1.03 -1.88 0.2150
H 0.94 0.92 -1.80 0.2169
H 2.08 1.71 0.14 0.1154
```

Calculated values
- multiplicity = 1
- orbital gap (eV) = 8.8
- SMILES = O=C=C/C=C\C=O
- LUMO (eV) = 0.02
- charge = 0
- relative energy (zero: lowest compared OMol25 entry of this formula, charge and spin) (kcal/mol) = 32.1
- electronic energy (Ha) = -343.3412
- HOMO energy (eV) = -8.77

=====

(3)
Molecular formula: C5H4O2
Method: DFT, wB97M-V/def2-TZVPD

```
11
Properties=species:S:1:pos:R:3:nbo_charge:R:1
O 1.06 -0.25 -2.80 -0.5029
C 0.56 -1.23 -2.52 0.5023
O -0.75 0.68 -0.55 -0.4133
C 0.18 1.28 0.22 0.0864
C 0.52 0.49 1.27 -0.3177
C -0.27 -0.70 1.13 -0.3162
C -1.02 -0.53 0.01 0.0796
H 0.50 2.26 -0.10 0.2075
H 1.23 0.72 2.05 0.2316
H -0.28 -1.57 1.78 0.2320
H -1.74 -1.14 -0.50 0.2106
```

Calculated values
- multiplicity = 1
- orbital gap (eV) = 10.1
- LUMO (eV) = 1.15
- charge = 0
- relative energy (zero: lowest compared OMol25 entry of this formula, charge and spin) (kcal/mol) = 15.0
- electronic energy (Ha) = -343.3685
- HOMO energy (eV) = -8.94

=====

(4)
Molecular formula: C5H4O2
Method: DFT, wB97M-V/def2-TZVPD

```
11
Properties=species:S:1:pos:R:3:nbo_charge:R:1
O 2.33 -1.40 -0.12 -0.5572
C 1.30 -0.79 0.01 0.7265
C 1.10 0.64 -0.22 -0.3346
C -0.15 1.16 -0.27 -0.1291
C -1.29 0.33 0.02 -0.3557
C -1.05 -0.94 0.39 0.2099
O 0.17 -1.49 0.42 -0.4576
H 1.99 1.23 -0.40 0.2375
H -0.29 2.21 -0.49 0.2235
H -2.30 0.70 -0.04 0.2344
H -1.81 -1.65 0.70 0.2025
```

Calculated values
- multiplicity = 1
- orbital gap (eV) = 9.4
- SMILES = O=c1cccco1
- LUMO (eV) = 0.21
- charge = 0
- relative energy (zero: lowest compared OMol25 entry of this formula, charge and spin) (kcal/mol) = 0.5
- electronic energy (Ha) = -343.3916
- HOMO energy (eV) = -9.19

=====

(5)
Molecular formula: C5H4O2
Method: DFT, wB97M-V/def2-TZVPD

```
11
Properties=species:S:1:pos:R:3:nbo_charge:R:1
O -1.07 -0.64 -2.27 -0.4747
C -0.59 -0.26 -1.23 0.4297
C -1.17 0.57 -0.17 -0.3273
C -0.34 0.70 0.88 -0.0796
C 0.86 -0.19 0.86 -0.5782
C 0.89 -0.60 -0.76 0.5345
O 1.68 -1.18 -1.44 -0.4533
H -2.09 1.12 -0.30 0.2347
H -0.47 1.49 1.61 0.2193
H 0.66 -1.20 1.25 0.2478
H 1.63 0.21 1.55 0.2470
```

Calculated values
- multiplicity = 1
- orbital gap (eV) = 8.7
- SMILES = O=C1C=CCC1=O
- LUMO (eV) = -0.65
- charge = 0
- relative energy (zero: lowest compared OMol25 entry of this formula, charge and spin) (kcal/mol) = 26.5
- electronic energy (Ha) = -343.3502
- HOMO energy (eV) = -9.36

=====

(6)
Molecular formula: C5H4O2
Method: DFT, wB97M-V/def2-TZVPD

```
11
Properties=species:S:1:pos:R:3:nbo_charge:R:1
C 0.04 -0.98 0.32 -0.5364
C 0.71 -0.86 -0.89 0.0278
C -0.66 -1.90 0.98 0.8862
C 0.04 0.48 0.67 -0.4057
C 0.81 0.66 -0.67 -0.0192
O -1.42 -2.54 1.56 -0.3708
O -0.01 1.29 -1.66 -0.6754
H -0.93 1.05 0.49 0.2143
H 0.58 0.76 1.59 0.2197
H 1.67 1.21 -0.75 0.2032
H -0.83 0.82 -1.65 0.4564
```

Calculated values
- multiplicity = 1
- orbital gap (eV) = 7.5
- LUMO (eV) = -0.72
- charge = 0
- relative energy (zero: lowest compared OMol25 entry of this formula, charge and spin) (kcal/mol) = 114.7
- electronic energy (Ha) = -343.2095
- HOMO energy (eV) = -8.21

=====

(7)
Molecular formula: C5H4O2S
Method: DFT, wB97M-V/def2-TZVPD

```
12
Properties=species:S:1:pos:R:3:nbo_charge:R:1
C -1.15 0.61 -0.09 0.5614
C -0.60 -0.45 -0.97 -0.0284
C -0.76 -0.46 0.98 -0.0333
C 0.87 -0.52 0.80 -0.3508
C 0.88 -0.66 -0.60 -0.3779
H -0.78 -0.62 -2.14 0.2266
H -1.36 -0.36 1.92 0.2366
H 1.40 -1.24 1.51 0.2467
H 1.50 -1.52 -0.96 0.2542
O -1.96 1.55 0.00 -0.5088
O -1.35 -1.30 -0.07 -0.4466
S 1.89 0.66 -0.03 0.2203
```

Calculated values
- multiplicity = 1
- orbital gap (eV) = 10.1
- LUMO (eV) = 0.65
- charge = 0
- relative energy (zero: lowest compared OMol25 entry of this formula, charge and spin) (kcal/mol) = 87.9
- electronic energy (Ha) = -741.4466
- HOMO energy (eV) = -9.48

=====

(8)
Molecular formula: C5H4O2S
Method: DFT, wB97M-V/def2-TZVPD

```
12
Properties=species:S:1:pos:R:3:nbo_charge:R:1
C 1.36 0.13 -0.45 -0.6029
C 0.02 0.66 0.05 -0.3945
C -0.29 1.95 -0.04 0.7516
O -0.50 3.07 -0.19 -0.4194
C -0.90 -0.36 0.59 -0.2500
S -0.16 -2.17 1.19 0.0194
C -1.23 -1.59 -0.10 0.4188
O -1.92 -1.96 -0.96 -0.4837
H 1.74 -0.36 0.59 0.2402
H 2.04 1.00 -0.79 0.2259
H 1.35 -0.46 -1.34 0.2302
H -1.50 0.10 1.46 0.2642
```

Calculated values
- multiplicity = 1
- orbital gap (eV) = 8.7
- SMILES = CC(=C=O)[C@@H]1SC1=O
- LUMO (eV) = -0.18
- charge = 0
- relative energy (zero: lowest compared OMol25 entry of this formula, charge and spin) (kcal/mol) = 56.4
- electronic energy (Ha) = -741.4968
- HOMO energy (eV) = -8.84

=====

(9)
Molecular formula: C5H4O2Yb
Method: DFT, wB97M-V/def2-TZVPD

```
12
Properties=species:S:1:pos:R:3:mulliken_spin:R:1
O 2.43 -1.33 1.31 0.2217
C 1.39 -1.31 0.80 0.1073
C 0.17 -1.36 0.28 0.3896
C -0.59 -0.22 -0.20 0.0393
C -1.92 -0.21 -0.44 0.1909
H -0.26 -2.36 0.26 0.0033
H -2.59 -0.94 0.03 0.0112
H -2.39 0.63 -0.95 0.0131
C 0.08 1.09 -0.38 0.0205
O 1.29 1.22 -0.14 -0.0010
Yb 2.82 2.95 0.44 0.0007
H -0.43 1.83 -1.01 0.0033
```

Calculated values
- multiplicity = 2
- orbital gap (alpha / beta) (eV) = 8.6 / 8.3
- LUMO (alpha / beta) (eV) = -13.39 / -15.08
- charge = +3
- electronic energy (Ha) = -1500.8298
- HOMO energy (alpha / beta) (eV) = -22.02 / -23.34

=====

(10)
Molecular formula: C5H5Br
Method: DFT, wB97M-V/def2-TZVPD

```
11
Properties=species:S:1:pos:R:3:nbo_charge:R:1
C 1.19 0.65 0.53 -0.3962
C 0.33 0.24 1.45 0.0136
C -0.91 -0.18 1.17 -0.3084
C -1.05 -0.44 -0.23 -0.2006
C 0.07 -0.37 -1.00 -0.3001
Br -0.17 -0.24 -2.91 0.0204
H 1.04 1.62 0.07 0.2510
H 2.23 0.35 0.55 0.2200
H -1.71 -0.34 1.87 0.2270
H -2.03 -0.48 -0.67 0.2322
H 1.02 -0.82 -0.83 0.2411
```

Calculated values
- multiplicity = 1
- orbital gap (eV) = 8.6
- SMILES = C=C=C/C=C/Br
- LUMO (eV) = 0.29
- charge = 0
- relative energy (zero: lowest compared OMol25 entry of this formula, charge and spin) (kcal/mol) = 52.3
- electronic energy (Ha) = -2767.3715
- HOMO energy (eV) = -8.26